Entry from the Open Molecules 2025 dataset: C10H15NOS in the gas phase at a distorted geometry (wB97M-V/def2-TZVPD).

Each line ends with the Mulliken charge.
Positions of all 28 atoms, in Å:
C: -0.39919 -0.48864 -0.10408  0.940
C: -0.08158 1.12204 -0.13017  0.064
C: 0.02795 -2.40089 1.55960  -0.901
C: -0.41559 -1.19634 1.20725  -1.041
C: 0.47520 1.72615 0.98356  -0.061
C: 1.04691 1.28123 2.11009  -0.334
C: -0.53773 -0.40202 -2.54356  -0.671
C: 0.65151 0.46976 -2.58969  -0.893
C: 1.55898 2.37345 3.14808  -1.220
C: -1.60808 -2.16076 -1.19769  -1.065
N: -0.86313 -0.97469 -1.27553  0.241
O: -1.32945 2.07276 -2.30182  -0.602
S: -0.01660 2.01150 -1.65583  0.306
H: -0.05181 -2.74428 2.58158  0.280
H: 0.20428 -3.25274 0.91046  0.349
H: -0.77478 -0.54009 2.01363  0.518
H: 0.41917 2.81042 0.67258  0.203
H: 1.34505 0.17317 2.13526  0.331
H: -1.36045 0.28885 -2.94537  0.423
H: -0.68303 -1.21346 -3.37548  0.436
H: 1.50280 0.00032 -2.04529  0.354
H: 0.88576 0.68858 -3.62867  0.417
H: 2.34717 2.06075 3.83921  0.351
H: 0.84020 2.85307 3.72708  0.284
H: 2.09089 3.05257 2.51814  0.332
H: -1.48634 -2.57169 -0.16929  0.252
H: -2.68885 -2.23366 -1.55908  0.260
H: -1.09927 -2.80538 -1.88496  0.446

Atoms 1-2, force components in eV/Å:
0.251 5.798 -1.133
-1.196 -6.953 -0.717

ΔE to the lowest compared entry with this formula, charge and spin: 367.06 kJ/mol
Kohn-Sham gap (spin up / spin down): 6.797 / 6.801 eV
molar mass: 197.30 g/mol
strongest force on any atom: 0.138 hartree/bohr
lowest unoccupied orbital energy (spin up / spin down): -0.15 / -0.15 eV